*A*
{"formula": "CHNOS", "method": "ωB97M-V with the def2-TZVPD basis set", "charge": 0, "spin_multiplicity": 1, "smiles": "O=C1NS1", "homo_energy_ev": -9.9, "gap_ev": 9.50, "lumo_energy_ev": -0.4, "symbols": ["N", "S", "C", "O", "H"], "coordinates": [[0.516, 0.202, 0.582], [0.929, -1.471, 1.224], [-0.149, -0.277, 1.768], [-1.120, -0.020, 2.369], [-0.213, 0.008, -0.237]], "mulliken_charge": [-0.406, -0.037, 0.561, -0.410, 0.293]}

***

*B*
{"formula": "CHNOS", "method": "ωB97M-V with the def2-TZVPD basis set", "charge": 0, "spin_multiplicity": 1, "smiles": "O=C1NS1", "homo_energy_ev": -9.6, "gap_ev": 9.30, "lumo_energy_ev": -0.3, "symbols": ["C", "N", "S", "H", "O"], "coordinates": [[1.566, -0.606, -0.107], [0.467, 0.073, -0.529], [1.886, 1.142, 0.060], [-0.375, 0.092, -0.002], [2.108, -1.609, 0.052]], "mulliken_charge": [0.521, -0.351, -0.086, 0.276, -0.360]}

***

Winner for stability: *B*

***

*A*
{"formula": "C3H3N3", "method": "ωB97M-V with the def2-TZVPD basis set", "charge": 0, "spin_multiplicity": 3, "homo_energy_ev": [-10.1, -10.1], "gap_ev": [10.90, 7.68], "lumo_energy_ev": [0.8, -2.5], "symbols": ["C", "C", "H", "H", "N", "N", "H", "N", "C"], "coordinates": [[-0.089, 1.274, 0.316], [-0.125, -0.106, -0.109], [0.605, 1.917, -0.201], [-0.963, 1.829, 0.226], [0.599, -2.366, -0.085], [-0.738, -0.773, -1.008], [0.166, 1.457, 1.412], [-0.276, -2.028, -0.951], [0.821, -1.204, 0.400]], "mulliken_charge": [-1.157, 0.818, 0.286, 0.389, -0.283, -0.322, 0.293, -0.208, 0.186]}

***

*B*
{"formula": "C3H3N3", "method": "ωB97M-V with the def2-TZVPD basis set", "charge": 0, "spin_multiplicity": 3, "homo_energy_ev": [-6.4, -12.3], "gap_ev": [6.82, 7.95], "lumo_energy_ev": [0.4, -4.3], "symbols": ["N", "C", "H", "H", "C", "N", "C", "N", "H"], "coordinates": [[-1.540, 2.213, -0.034], [-1.129, -1.209, 0.063], [1.612, -0.110, -0.948], [1.604, 0.899, 0.546], [-1.160, 1.129, -0.024], [-1.689, -2.218, -0.099], [1.237, 0.050, -0.018], [-0.606, -0.021, 0.026], [1.672, -0.734, 0.487]], "mulliken_charge": [-0.341, 0.490, 0.395, 0.332, 0.493, -0.345, -1.237, -0.217, 0.430]}

***

Winner for stability: *A*

***

*A*
{"formula": "C2H2Cl6", "method": "ωB97M-V with the def2-TZVPD basis set", "charge": 0, "spin_multiplicity": 1, "homo_energy_ev": -10.3, "gap_ev": 10.52, "lumo_energy_ev": 0.3, "symbols": ["Cl", "C", "H", "Cl", "H", "Cl", "Cl", "Cl", "Cl", "C"], "coordinates": [[5.847, -10.639, 26.621], [4.301, -9.839, 27.229], [3.514, -7.666, 29.388], [2.493, -9.824, 29.094], [4.173, -10.274, 28.220], [3.470, -8.432, 31.637], [4.506, -8.042, 27.322], [2.911, -10.110, 26.266], [5.359, -9.093, 29.484], [3.648, -8.669, 29.793]], "mulliken_charge": [-0.143, -0.028, 0.408, -0.120, 0.495, -0.159, -0.147, -0.120, -0.126, -0.059]}

***

*B*
{"formula": "C2H2Cl6", "method": "ωB97M-V with the def2-TZVPD basis set", "charge": 0, "spin_multiplicity": 1, "homo_energy_ev": -10.9, "gap_ev": 11.25, "lumo_energy_ev": 0.3, "symbols": ["Cl", "H", "Cl", "H", "Cl", "C", "Cl", "C", "Cl", "Cl"], "coordinates": [[1.286, 1.192, -1.989], [-0.842, -0.903, 0.752], [0.258, 3.091, 0.095], [-0.935, 2.108, -1.702], [1.303, -0.762, 1.795], [-0.039, -1.622, 0.913], [0.624, -2.252, -0.648], [-0.154, 1.742, -1.035], [-0.722, 0.365, -0.066], [-0.779, -2.960, 1.886]], "mulliken_charge": [-0.113, 0.142, -0.126, 0.347, -0.101, 0.202, -0.092, -0.057, -0.048, -0.153]}

***

Winner for stability: *B*

***

*A*
{"formula": "CBrClFI", "method": "ωB97M-V with the def2-TZVPD basis set", "charge": 0, "spin_multiplicity": 1, "homo_energy_ev": [-9.1, -8.7], "gap_ev": [7.19, 7.39], "lumo_energy_ev": [-1.9, -1.3], "symbols": ["F", "Br", "I", "Cl", "C"], "coordinates": [[0.371, 1.921, 0.215], [-0.420, 0.351, -1.941], [-0.901, -0.607, 1.146], [0.954, -2.262, 0.770], [-0.004, 0.597, -0.190]], "mulliken_charge": [-0.198, 0.034, 0.450, -0.372, 0.086]}

***

*B*
{"formula": "CBrClFI", "method": "ωB97M-V with the def2-TZVPD basis set", "charge": 0, "spin_multiplicity": 1, "homo_energy_ev": [-8.9, -8.6], "gap_ev": [6.46, 5.72], "lumo_energy_ev": [-2.5, -2.9], "symbols": ["Cl", "I", "F", "C", "Br"], "coordinates": [[-1.049, -1.781, 1.271], [0.233, -0.979, -1.596], [-0.910, 1.363, -0.090], [0.137, 0.484, -0.227], [1.589, 0.914, 0.642]], "mulliken_charge": [-0.556, 0.462, -0.121, 0.036, 0.179]}

***

Winner for stability: *B*

***

*A*
{"formula": "C22H28N2O5S", "method": "ωB97M-V with the def2-TZVPD basis set", "charge": 0, "spin_multiplicity": 1, "smiles": "O=C(COC(=O)[C@@H]1C[C@H]2C=C[C@@H]1C2)Nc1cccc(S(=O)(=O)N2CCCCCC2)c1", "homo_energy_ev": -9.0, "gap_ev": 9.50, "lumo_energy_ev": 0.5, "symbols": ["H", "H", "O", "C", "H", "H", "O", "H", "H", "N", "H", "H", "H", "H", "H", "C", "N", "C", "H", "C", "C", "H", "C", "C", "S", "H", "C", "C", "C", "H", "C", "C", "C", "H", "H", "C", "C", "O", "C", "C", "H", "H", "H", "H", "O", "C", "H", "C", "C", "H", "O", "H", "H", "C", "H", "C", "H", "H"], "coordinates": [[-3.651, 0.583, -2.119], [-5.502, -0.881, 1.083], [2.814, -0.939, 1.946], [5.639, 0.713, 0.271], [1.656, -1.686, 3.418], [-3.127, 3.602, -0.964], [-0.494, -1.059, 2.242], [2.799, -0.714, -0.943], [-2.318, -3.667, 0.522], [-4.148, -0.264, -0.323], [-5.549, -1.797, -0.433], [5.496, 1.562, 0.939], [4.704, -1.914, -2.268], [-4.726, -0.817, -2.255], [3.606, 1.404, -2.328], [3.799, -0.286, -0.944], [0.497, 0.947, 1.774], [5.479, 1.159, -1.202], [0.884, 3.159, 0.490], [-1.813, 1.177, 0.984], [-2.804, -2.712, -1.343], [-1.928, -1.960, 0.463], [3.952, 1.191, -1.318], [-1.066, 3.525, -0.311], [-4.410, 1.300, 0.169], [-2.133, 0.279, 1.484], [-3.851, -0.416, -1.725], [1.791, -0.726, 2.919], [-2.723, 1.907, 0.249], [4.842, -1.312, 0.694], [-4.883, -1.334, 0.307], [0.454, -0.310, 2.276], [-2.682, -2.694, 0.182], [-3.760, -3.146, -1.641], [2.115, 0.040, 3.634], [5.795, -0.057, -2.035], [4.500, -0.305, 0.456], [-5.102, 2.063, -0.837], [-0.136, 2.808, 0.416], [4.797, -0.917, -1.879], [3.480, 1.871, -0.612], [-2.015, -3.351, -1.747], [-2.508, -1.419, -3.044], [-1.754, -0.849, -1.549], [-4.963, 1.273, 1.491], [3.492, 0.113, 1.488], [-4.570, -3.314, 1.030], [-2.374, 3.072, -0.403], [-2.646, -1.324, -1.964], [6.021, 2.067, -1.452], [3.271, 1.252, 1.834], [6.706, -0.188, -2.588], [1.385, 1.441, 1.853], [-0.498, 1.625, 1.065], [6.617, 0.274, 0.461], [-3.979, -2.400, 0.943], [-0.772, 4.437, -0.807], [-3.705, -2.086, 1.951]], "mulliken_charge": [0.454, 0.462, -0.349, -1.213, 0.328, 0.549, -0.581, 0.602, 0.446, 0.184, 0.375, 0.380, 0.438, 0.395, 0.349, -0.258, 0.006, -0.129, 0.400, -0.254, -0.940, -0.165, -0.686, -0.927, 1.455, 0.600, -1.015, -0.866, -0.322, 0.659, -0.914, 0.743, -0.100, 0.344, 0.393, -0.526, 0.383, -0.718, -0.380, -0.837, 0.163, 0.399, 0.370, 0.172, -0.763, 0.170, 0.402, -0.361, -0.318, 0.523, -0.728, 0.463, 0.195, 0.192, 0.355, -0.706, 0.397, 0.311]}

***

*B*
{"formula": "C22H28N2O5S", "method": "ωB97M-V with the def2-TZVPD basis set", "charge": 0, "spin_multiplicity": 1, "smiles": "Cc1ccc(NC(=O)COC(=O)[C@H]2C[C@@H]3C=C[C@H]2C3)cc1S(=O)(=O)N1CCCCC1", "homo_energy_ev": -8.8, "gap_ev": 9.30, "lumo_energy_ev": 0.5, "symbols": ["C", "H", "H", "C", "H", "H", "H", "H", "O", "S", "N", "N", "H", "H", "C", "H", "C", "H", "C", "H", "C", "C", "H", "O", "C", "C", "H", "H", "H", "C", "C", "H", "C", "H", "O", "C", "C", "H", "H", "C", "C", "H", "H", "H", "C", "H", "C", "O", "H", "H", "C", "H", "H", "O", "C", "C", "C", "H"], "coordinates": [[2.797, 0.349, 2.586], [-4.295, 1.410, -2.053], [-6.566, 2.645, -1.695], [-7.016, 1.226, -0.138], [8.709, 1.528, -0.293], [-6.660, -0.897, -0.416], [-6.886, 1.136, 0.943], [-6.466, 0.079, -1.894], [-4.227, 0.536, 1.895], [-4.364, -0.502, 0.906], [-4.873, 0.087, -0.580], [0.666, -0.287, 1.657], [-4.461, -2.907, -0.500], [-3.194, 1.266, -0.666], [5.975, -1.031, 0.198], [-4.053, -1.969, -1.926], [-0.132, -1.887, -0.031], [-1.004, -3.217, -1.441], [6.572, -0.872, -1.219], [-8.082, 1.187, -0.365], [7.982, -0.377, -1.018], [4.492, 0.780, 1.055], [-4.757, 2.496, 0.763], [3.713, 1.403, 0.384], [-3.659, -2.676, -1.197], [-4.244, 1.334, -0.960], [6.594, -1.656, 0.839], [-4.446, 3.462, -0.693], [6.456, -1.751, -1.848], [-1.667, -0.500, 1.178], [-6.303, 0.055, -0.811], [4.977, -1.466, 0.146], [-1.199, -2.451, -0.706], [-1.896, 0.258, 1.913], [4.171, 0.282, 2.267], [5.914, 0.433, 0.706], [-2.514, -2.064, -0.463], [8.858, -0.987, -1.145], [6.238, 0.772, -2.638], [-2.715, -1.075, 0.492], [5.884, 0.419, -1.671], [4.799, 0.363, -1.668], [6.202, 2.296, -0.473], [2.701, -0.043, 3.600], [6.448, 1.238, -0.505], [2.446, 1.386, 2.539], [7.909, 0.877, -0.594], [2.547, -1.333, 0.887], [-3.347, -3.580, -1.713], [0.875, -2.207, -0.238], [-4.911, 2.550, -0.316], [0.346, 0.426, 2.298], [-6.893, 3.384, -0.122], [-5.205, -1.616, 1.238], [-0.357, -0.901, 0.926], [-6.407, 2.542, -0.618], [2.002, -0.526, 1.600], [6.527, 0.573, 1.598]], "mulliken_charge": [-0.657, 0.429, 0.294, -0.437, 0.433, 0.449, 0.287, 0.387, -0.736, 1.437, 0.208, -0.136, 0.309, 0.374, -0.908, 0.247, -0.485, 0.379, -0.166, 0.380, -0.485, 0.183, 0.269, -0.637, -1.603, -0.844, 0.350, 0.403, 0.468, -0.174, -1.058, 0.183, -1.181, 0.496, -0.327, 0.179, 0.565, 0.467, 0.314, -0.245, -0.832, 0.325, 0.525, 0.390, -0.106, 0.368, -0.742, -0.659, 0.469, 0.542, -0.513, 0.208, 0.381, -0.776, 0.554, -0.782, 0.705, 0.528]}

***

Winner for stability: *B*

***

*A*
{"formula": "C8H16N2", "method": "ωB97M-V with the def2-TZVPD basis set", "charge": 0, "spin_multiplicity": 1, "homo_energy_ev": -8.1, "gap_ev": 8.84, "lumo_energy_ev": 0.7, "symbols": ["H", "N", "C", "H", "C", "C", "C", "N", "H", "C", "H", "C", "H", "H", "H", "H", "C", "H", "H", "H", "H", "H", "H", "H", "H", "C"], "coordinates": [[-1.166, 2.688, -1.742], [-1.394, -2.696, 0.814], [-1.106, -1.367, 0.200], [1.588, 2.492, 0.922], [1.435, 1.344, 0.853], [0.377, -1.485, -0.616], [-0.453, 2.452, -0.910], [-0.331, 0.884, -0.783], [0.616, -0.098, 1.088], [1.978, 0.466, -0.441], [2.630, -0.328, -0.062], [0.748, -0.141, -1.239], [0.695, 2.592, -1.190], [-1.709, -0.356, 2.306], [0.821, -2.037, 0.105], [-0.308, -3.262, -0.069], [-1.349, 0.011, 1.249], [-0.935, 2.814, 0.164], [2.697, 0.852, -1.044], [-0.225, -2.142, -1.476], [1.678, 0.891, 1.818], [-2.312, 0.471, 0.715], [-0.891, -2.473, 2.008], [0.586, -0.060, -2.339], [-1.754, -1.488, -0.628], [0.047, 0.742, 0.772]], "mulliken_charge": [0.266, -0.719, -0.074, 0.211, -0.742, -1.481, -0.730, -0.271, 0.250, -1.050, 0.434, -0.005, 0.291, 0.384, 0.484, 0.383, -0.656, 0.234, 0.466, 0.460, 0.420, 0.205, 0.299, 0.482, 0.631, -0.173]}

***

*B*
{"formula": "C8H16N2", "method": "ωB97M-V with the def2-TZVPD basis set", "charge": 0, "spin_multiplicity": 1, "smiles": "CCc1c[nH]cn1.CCC", "homo_energy_ev": -8.4, "gap_ev": 9.31, "lumo_energy_ev": 0.9, "symbols": ["N", "H", "C", "H", "H", "N", "C", "H", "H", "H", "H", "C", "H", "C", "H", "H", "H", "H", "H", "H", "C", "C", "C", "C", "H", "H"], "coordinates": [[-3.596, -1.812, -0.024], [2.700, 1.169, -0.711], [2.244, 0.430, 1.987], [-3.933, -0.960, 1.910], [2.718, 0.965, 2.811], [-2.458, -0.074, 0.658], [-2.711, -1.550, -1.046], [1.680, 1.295, 1.591], [-4.466, -2.296, -0.099], [-2.761, -1.977, -2.027], [3.398, -1.127, 1.164], [-1.991, -0.460, -0.554], [-1.041, 0.157, -2.323], [-0.692, 1.701, -0.830], [1.870, -0.481, -0.737], [0.053, -0.345, -1.395], [-1.635, 2.245, -0.846], [3.439, -0.406, -1.231], [4.186, 0.439, 0.944], [-0.117, 2.172, -1.638], [-0.848, 0.268, -1.240], [-3.446, -0.889, 0.954], [3.224, -0.079, 0.917], [2.756, 0.103, -0.539], [1.543, -0.359, 2.226], [-0.117, 1.870, 0.079]], "mulliken_charge": [-0.086, 0.343, -0.798, 0.398, 0.324, -0.540, -0.668, 0.086, 0.229, 0.390, 0.324, 0.441, 0.270, -1.040, -0.009, 0.078, 0.381, 0.372, 0.293, 0.371, -0.044, -0.285, -0.363, -0.839, 0.268, 0.103]}

***

Winner for stability: *B*